(1)
C3H5N3O in the gas phase, computed with ωB97M-V with the def2-TZVPD basis set.

Frontier orbital gap   9.97 eV
Energy relative to the best compared isomer or geometry (same formula, charge and spin)   47.5 kcal/mol
Largest force on an atom   0.066 hartree/bohr
Energy   -9708.522 eV
SMILES   Cn1[nH]cnc1=O

Positions of all 12 atoms, in Å:
C -0.043 0.018 1.683
N 0.308 -0.085 0.257
N -0.025 1.071 -0.527
C -0.289 0.463 -1.809
N -0.257 -0.835 -1.750
C 0.050 -1.281 -0.465
O 0.275 -2.369 0.013
H 0.551 0.847 2.084
H -1.115 0.314 1.866
H 0.208 -0.885 2.111
H 0.826 1.776 -0.723
H -0.489 0.966 -2.740

=====

(2)
A molecular structure, C12H19N11Pd, computed with ωB97M-V with the def2-TZVPD basis set.

Frontier orbital gap   5.36 eV
Energy relative to the best compared isomer or geometry (same formula, charge and spin)   14.5 kcal/mol
Largest force on an atom   0.007 hartree/bohr
Energy   -32624.109 eV

Positions of all 43 atoms, in Å:
Pd -0.158 0.142 -0.067
N -1.612 0.155 2.729
C -1.874 -1.052 2.212
N -2.805 -1.805 2.791
C -3.012 -2.978 2.192
N -3.948 -3.787 2.745
N -2.378 -3.429 1.106
C -1.446 -2.599 0.637
N -1.134 -1.409 1.134
C -0.633 -3.089 -0.519
C -0.515 -4.452 -0.764
C 0.306 -4.865 -1.798
C 0.976 -3.904 -2.543
C 0.783 -2.571 -2.224
N -0.012 -2.160 -1.239
H -2.146 0.478 3.515
H -0.946 0.732 2.223
H -4.514 -3.431 3.491
H -4.204 -4.627 2.263
H -1.055 -5.152 -0.143
H 0.427 -5.918 -2.018
H 1.628 -4.178 -3.363
H 1.275 -1.790 -2.795
C 3.469 4.158 -1.712
N 3.266 2.867 -1.059
C 4.154 1.838 -1.566
C 1.935 2.458 -0.871
N 1.407 1.371 -1.264
N 1.231 3.408 -0.128
C -0.098 3.350 0.295
N -0.338 4.292 1.302
N -0.921 2.490 -0.145
H 4.534 4.386 -1.704
H 2.954 4.959 -1.189
H 3.121 4.151 -2.753
H 5.182 2.190 -1.486
H 3.962 1.591 -2.621
H 4.055 0.933 -0.969
H 2.040 0.840 -1.846
H 1.835 3.970 0.447
H 0.196 5.146 1.257
H -1.316 4.469 1.458
H -1.826 2.612 0.301

=====

(3)
2 unconnected molecules or ions with the total composition C3H9NO2S, computed with ωB97M-V with the def2-TZVPD basis set.

Frontier orbital gap   9.97 eV
Energy relative to the best compared isomer or geometry (same formula, charge and spin)   31.5 kcal/mol
Largest force on an atom   0.047 hartree/bohr
Energy   -19677.049 eV
SMILES   O=CNCCS.O

Positions of all 16 atoms, in Å:
O -0.313 -2.282 -0.780
C 0.297 -1.238 -0.803
N -0.294 -0.061 -0.393
C 0.366 1.184 -0.566
C 1.275 1.590 0.670
S 2.064 0.108 1.465
H 1.250 -1.070 -1.316
H -1.265 -0.249 -0.149
H 1.024 1.202 -1.434
H -0.347 1.990 -0.734
H 2.207 2.008 0.302
H 0.621 2.057 1.393
H 1.003 -0.203 2.201
O -2.640 -1.484 0.404
H -2.099 -2.264 0.141
H -3.147 -1.288 -0.402

=====

Which of these has the highest energy?
C3H5N3O

=====

Among the records above, which one has the lowest largest force on an atom?
C12H19N11Pd